Model P:
ORCA calculation (ωB97M-V with the def2-TZVPD basis set) on C6H8O2 as an isolated structure.

Kohn-Sham gap: 9.76 eV
Total charge: 0

Cartesian coordinates (Å):
1 C -0.6621 -1.0820 1.2728
2 C -0.3741 -0.7080 -0.1590
3 C -1.6970 -0.3774 -0.8577
4 C -0.7263 0.6728 -0.5650
5 C 0.9663 1.0952 0.4240
6 C 0.9569 -0.2959 -0.3051
7 H 0.1852 -0.9059 1.9729
8 H -1.4798 -0.5740 1.7342
9 H -0.8804 -2.2466 1.0563
10 H -2.5019 -0.5638 -0.2715
11 H -1.9079 -0.4321 -1.9295
12 H -0.2671 0.9472 -1.5932
13 H 1.4185 1.8043 -0.2660
14 H 1.3598 1.1867 1.3685
15 O -0.4132 1.5348 0.4224
16 O 2.0745 -0.9153 -0.5389

Here are the natural (NBO) charges for atoms 1 to 2, given in e: number 1, C, carries -0.59; number 2, C, carries -0.27

=====

Model Q:
ORCA calculation (ωB97M-V with the def2-TZVPD basis set) on C6H8O2 in the gas phase.

Kohn-Sham gap: 8.77 eV
SMILES: C=C1OC[C@H](C)C1=O
Total charge: 0

Cartesian coordinates (Å):
1 C -1.3692 -1.9322 -0.2905
2 C -1.1305 -0.3263 -0.2643
3 C -1.2095 0.3810 1.0538
4 C 0.9516 0.8653 0.2024
5 C 2.1708 1.4029 0.3060
6 C 0.2568 -0.0080 -0.8271
7 H -1.7487 -2.1355 -1.3297
8 H -0.6360 -2.7317 0.0275
9 H -2.3267 -2.2502 0.3693
10 H -2.0510 -0.0788 -1.1864
11 H -2.0107 1.1571 1.0044
12 H -1.5940 -0.3883 1.9048
13 H 2.9221 1.3243 -0.6462
14 H 2.6106 1.6309 1.4281
15 O 0.1447 1.0380 1.3306
16 O 0.7071 -0.8909 -1.6623

Here are the natural (NBO) charges for atoms 1 to 2, given in e: number 1, C, carries -0.61; number 2, C, carries -0.34

=====

Model R:
ORCA calculation (ωB97M-V with the def2-TZVPD basis set) on C6H8O2 as an isolated structure.

Kohn-Sham gap: 9.40 eV
Total charge: 0

Cartesian coordinates (Å):
1 C -0.7977 0.5800 -0.7813
2 C -1.3284 0.1064 0.5289
3 C 0.1315 0.7045 0.4626
4 C 1.2053 -0.2110 0.7053
5 C 0.9881 -1.5761 0.2624
6 C 0.4326 -2.4828 -0.3906
7 H -2.3080 2.2621 -1.1638
8 H -0.4470 -0.1045 -1.4998
9 H -1.4319 -0.9846 1.0736
10 H -2.0933 0.7491 0.8549
11 H 0.4147 1.7437 0.8600
12 H 1.6103 -0.0259 1.5994
13 H 2.2027 0.8674 -0.6732
14 H 0.0751 -3.5392 -0.6887
15 O -1.1649 1.7437 -1.2157
16 O 2.5109 0.1673 0.0658

Here are the natural (NBO) charges for atoms 1 to 2, given in e: number 1, C, carries 0.10; number 2, C, carries -0.43

=====

Most stable of them? model Q.

=====

Model P:
ORCA calculation (ωB97M-V with the def2-TZVPD basis set) on C6H8O2 as an isolated structure.

Kohn-Sham gap: 8.39 eV
Total charge: 0

Cartesian coordinates (Å):
1 C -1.8084 0.1241 -0.3729
2 C -0.7492 -0.8908 -0.5803
3 C 0.3293 -1.5984 0.0658
4 C 1.1237 -0.6246 0.7696
5 C 1.3898 0.7074 0.7405
6 C 1.3012 1.2744 -0.6350
7 H -0.6652 1.3131 1.0437
8 H -2.5158 -1.0012 0.0583
9 H -2.4421 0.9090 -1.2856
10 H -1.0563 -1.6698 -1.2904
11 H 0.7334 -2.4454 -0.3480
12 H 1.6923 -1.3318 1.6781
13 H 1.8339 1.3160 1.5957
14 H 0.7433 0.6675 -1.3559
15 O -1.5988 0.9113 0.8295
16 O 1.6890 2.3390 -0.9130

Here are the natural (NBO) charges for atoms 1 to 2, given in e: number 1, C, carries -0.10; number 2, C, carries -0.18

=====

Model Q:
ORCA calculation (ωB97M-V with the def2-TZVPD basis set) on C6H8O2 as an isolated structure.

Kohn-Sham gap: 9.09 eV
Total charge: 0

Cartesian coordinates (Å):
1 C -0.7717 -0.3897 0.5757
2 C -1.9662 -0.8799 -0.4348
3 C -0.7742 0.0297 -0.8791
4 C 0.8629 1.3073 -0.0167
5 C 0.6295 -0.3475 0.4877
6 C 1.7787 -1.1191 0.1476
7 H -1.0583 1.2948 1.1248
8 H -1.6076 -1.8624 -0.9730
9 H -2.8548 -0.5457 -0.0714
10 H 0.0507 -0.3472 -1.4621
11 H 0.4670 2.0558 0.8435
12 H 1.9139 1.3712 -0.5821
13 H 2.7584 -0.4623 -0.2040
14 H 1.8956 -2.1370 0.5062
15 O -0.9838 0.5271 1.6601
16 O -0.3401 1.5049 -0.7226

Here are the natural (NBO) charges for atoms 1 to 2, given in e: number 1, C, carries 0.09; number 2, C, carries -0.39

=====

Model R:
ORCA calculation (ωB97M-V with the def2-TZVPD basis set) on C6H8O2 in the gas phase.

Kohn-Sham gap: 9.95 eV
SMILES: CC1=C[C@H](O)CC1=O
Total charge: 0

Cartesian coordinates (Å):
1 C 1.1798 -2.1392 -0.0421
2 C 0.5411 -0.8040 -0.0871
3 C 0.5647 0.1660 0.7408
4 C -0.1686 1.4470 0.4076
5 C -1.1519 0.9240 -0.6537
6 C -0.4392 -0.4614 -1.1030
7 H 0.4673 -2.8303 0.5558
8 H 2.1474 -1.9121 0.5620
9 H 1.5203 -2.4618 -1.0299
10 H 1.2003 0.2267 1.6684
11 H 0.4730 2.2283 0.0251
12 H -1.3340 2.7832 1.2578
13 H -2.1689 0.6356 -0.2519
14 H -1.3131 1.4971 -1.4920
15 O -0.9232 1.9224 1.5340
16 O -0.5949 -1.2216 -2.0917

Here are the natural (NBO) charges for atoms 1 to 2, given in e: number 1, C, carries -0.64; number 2, C, carries -0.12

=====

Model S:
ORCA calculation (ωB97M-V with the def2-TZVPD basis set) on C6H8O2 as an isolated structure.

Kohn-Sham gap: 9.53 eV
Total charge: 0

Cartesian coordinates (Å):
1 C 2.0252 -0.6773 0.3415
2 C 0.3029 0.5700 -0.3817
3 C -0.7013 1.5840 -0.6037
4 C -0.7742 0.6845 0.6958
5 C -1.6561 -0.5324 0.6649
6 C -1.2019 -1.2182 -0.5007
7 H 1.7514 -1.4729 -0.3744
8 H 3.0159 -0.7816 0.4253
9 H 1.7785 -0.8117 1.3665
10 H -1.0402 1.4978 -1.6289
11 H -0.3453 2.5663 -0.1119
12 H -0.8179 1.2911 1.6274
13 H -2.7038 -0.5537 1.2056
14 H -1.1228 -2.3540 -1.2339
15 O 1.6786 0.6052 -0.2458
16 O -0.1892 -0.3971 -1.2460

Here are the natural (NBO) charges for atoms 1 to 2, given in e: number 1, C, carries -0.27; number 2, C, carries 0.49

=====

Most stable of them? model R.

=====

Model P:
ORCA calculation (ωB97M-V with the def2-TZVPD basis set) on C6H8O2 in the gas phase.

Kohn-Sham gap: 8.55 eV
SMILES: C=C(O)C(=C)C(C)=O
Total charge: 0

Cartesian coordinates (Å):
1 C 2.1451 0.4301 0.8400
2 C 0.9700 0.8338 -0.0059
3 C -0.2787 0.0421 0.1712
4 C -1.1347 -0.1351 -1.0278
5 C -0.6265 -0.4281 1.3681
6 C -1.8654 -1.2419 -1.2081
7 O -1.1658 0.8447 -1.9498
8 O 1.0401 1.7601 -0.7900
9 H -0.4537 1.4844 -1.7574
10 H 3.0510 0.8966 0.4439
11 H 1.9883 0.7968 1.8564
12 H 2.2523 -0.6505 0.8710
13 H -0.0042 -0.2956 2.2342
14 H -1.5600 -0.9430 1.5217
15 H -1.8654 -2.0411 -0.4946
16 H -2.4922 -1.3532 -2.0729

Here are the natural (NBO) charges for atoms 1 to 2, given in e: number 1, C, carries -0.72; number 2, C, carries 0.59

=====

Model Q:
ORCA calculation (ωB97M-V with the def2-TZVPD basis set) on a 2-piece molecular cluster, C6H8O2 overall.

Kohn-Sham gap: 8.44 eV
Total charge: 0

Cartesian coordinates (Å):
1 C 1.7217 -0.4969 0.2539
2 C 0.3771 -0.8175 -0.2350
3 C -1.9131 -0.5958 -0.1356
4 C -1.5149 0.8455 -0.3557
5 C -0.3068 1.3498 0.1394
6 C 0.6272 0.3899 0.6673
7 H 3.7321 -0.5427 -0.3290
8 H 2.1258 -1.0399 0.9952
9 H 0.4749 -0.3355 -1.1826
10 H -2.6432 -0.7875 -0.9177
11 H -2.4778 -0.7602 0.8295
12 H -2.2558 1.3916 -0.8707
13 H -0.1690 2.4965 0.0648
14 H 0.3792 0.2345 1.7193
15 O 2.6004 0.1451 -0.6219
16 O -0.7577 -1.4768 -0.0213

Here are the natural (NBO) charges for atoms 1 to 2, given in e: number 1, C, carries 0.13; number 2, C, carries 0.08

=====

Model R:
ORCA calculation (ωB97M-V with the def2-TZVPD basis set) on C6H8O2 in the gas phase.

Kohn-Sham gap: 9.32 eV
SMILES: C=C/C(C)=C\C(=O)O
Total charge: 0

Cartesian coordinates (Å):
1 C -1.4658 -1.2571 0.1749
2 C -0.2786 -0.3801 -0.2124
3 C -0.5483 1.0284 -0.0867
4 C -1.8376 1.4564 -0.0390
5 C 0.9362 -0.7308 -0.3422
6 C 2.0737 0.2534 0.0000
7 H -1.1161 -2.2832 0.4630
8 H -1.7447 -0.9124 1.2064
9 H -2.3792 -1.3238 -0.4266
10 H 0.4592 1.5688 -0.0850
11 H -2.2296 2.5323 -0.0247
12 H -2.4213 0.5802 -0.2508
13 H 1.3121 -1.7313 -0.7218
14 H 3.8920 0.1652 0.2221
15 O 3.2038 -0.4181 0.0548
16 O 2.1441 1.4521 0.0679

Here are the natural (NBO) charges for atoms 1 to 2, given in e: number 1, C, carries -0.68; number 2, C, carries 0.05

=====

Most stable of them? model P.

=====

Model P:
ORCA calculation (ωB97M-V with the def2-TZVPD basis set) on C6H8O2 in the gas phase.

Kohn-Sham gap: 9.96 eV
SMILES: O[C@@H]1C=CO[C@H]2C[C@H]12
Total charge: 0

Cartesian coordinates (Å):
1 C -0.9843 -0.7517 0.4270
2 C -1.3970 0.7966 0.2018
3 C -0.4690 1.6876 -0.0547
4 C 1.0024 0.2198 -0.5250
5 C 1.9155 -0.8051 0.0884
6 C 0.4999 -0.5368 0.6107
7 H -1.9731 -1.1909 -1.1757
8 H -1.4618 -1.3246 1.1924
9 H -2.3974 1.0050 0.5202
10 H -0.7005 2.7318 -0.1115
11 H 0.6608 -0.1324 -1.4943
12 H 2.2510 -1.6225 -0.4903
13 H 2.7436 -0.4543 0.6176
14 H 0.5304 0.0912 1.5293
15 O -1.0751 -1.2731 -0.8783
16 O 0.8547 1.5594 -0.4576

Here are the natural (NBO) charges for atoms 1 to 2, given in e: number 1, C, carries 0.09; number 2, C, carries -0.34

=====

Model Q:
ORCA calculation (ωB97M-V with the def2-TZVPD basis set) on C6H8O2 in the gas phase.

Kohn-Sham gap: 9.77 eV
SMILES: C1=C\O/C=C\COC/1
Total charge: 0

Cartesian coordinates (Å):
1 C -0.6467 -1.4891 0.6351
2 C -0.1187 0.6598 1.5050
3 C 0.6837 1.5829 0.6027
4 C 0.7250 1.6349 -0.7253
5 C -0.0491 -0.4956 -1.7567
6 C -0.2897 -1.4943 -0.9830
7 H 0.4305 -1.6193 1.1400
8 H -1.4760 -2.2860 0.6434
9 H -0.9217 1.2821 2.1385
10 H 0.5737 0.3061 2.1654
11 H 1.4933 2.0430 1.0777
12 H 1.4294 2.3328 -1.1951
13 H -0.2535 -0.8127 -2.9187
14 H -0.5108 -2.3687 -1.6639
15 O -1.1113 -0.2075 0.9758
16 O 0.0419 0.9317 -1.6406

Here are the natural (NBO) charges for atoms 1 to 2, given in e: number 1, C, carries -0.09; number 2, C, carries -0.10

=====

Most stable of them? model P.

=====

Model P:
ORCA calculation (ωB97M-V with the def2-TZVPD basis set) on a 5-piece molecular cluster, C6H8O2 overall.

Kohn-Sham gap: 8.24 eV
Total charge: 0

Cartesian coordinates (Å):
1 C 1.6756 -0.6267 -0.5661
2 C 0.4340 -0.2658 0.3443
3 C -0.1628 1.2378 0.3924
4 C -0.6355 -0.0939 -0.8756
5 C -2.1477 0.3064 -0.3025
6 C -1.5879 0.9414 0.8054
7 H 1.1610 -1.4365 -1.9632
8 H 2.7284 -1.7010 0.3488
9 H 2.0221 0.8153 -0.6731
10 H 1.5650 -1.6970 1.4128
11 H 0.4362 1.8788 1.0356
12 H -0.7278 -0.8053 -1.6524
13 H -3.1823 -0.0851 -0.4942
14 H -2.0715 1.1959 1.8712
15 O 0.4629 -0.8814 1.4525
16 O 0.0303 1.2171 -1.1359

Here are the natural (NBO) charges for atoms 1 to 2, given in e: number 1, C, carries -0.53; number 2, C, carries 0.17

=====

Model Q:
ORCA calculation (ωB97M-V with the def2-TZVPD basis set) on C6H8O2 in the gas phase.

Kohn-Sham gap: 8.67 eV
SMILES: C=C=C(O)/C(O)=C\C
Total charge: 0

Cartesian coordinates (Å):
1 C 0.3908 1.8524 -0.1980
2 C -1.1864 -0.2111 -0.0510
3 C -0.2823 -1.1887 -0.4728
4 C -0.4963 0.8680 0.5211
5 C 2.0674 -1.1188 0.6765
6 O -2.5285 -0.4711 0.0315
7 O -0.5160 -2.2637 -1.2809
8 C 0.8966 -0.8816 0.1396
9 H -3.0037 0.3531 0.1861
10 H -1.3781 -2.1450 -1.7003
11 H -0.9647 1.2970 1.4133
12 H 1.2821 2.0752 0.3943
13 H -0.1352 2.8016 -0.3528
14 H 0.7144 1.4706 -1.1659
15 H 2.8338 -0.3548 0.7435
16 H 2.3062 -2.0831 1.1159

Here are the natural (NBO) charges for atoms 1 to 2, given in e: number 1, C, carries -0.62; number 2, C, carries 0.25

=====

Model R:
ORCA calculation (ωB97M-V with the def2-TZVPD basis set) on C6H8O2 in the gas phase.

Kohn-Sham gap: 8.53 eV
Total charge: 0

Cartesian coordinates (Å):
1 C -0.5967 1.7153 -0.3042
2 C -1.2759 -1.3144 0.4865
3 C 2.1534 -0.4965 -0.7739
4 C 0.3997 0.6028 -0.1500
5 C -0.0529 -0.8359 -0.2020
6 C 1.0409 -1.4911 -0.6140
7 O 1.4599 0.6844 -1.0554
8 O 1.2769 0.5898 1.1639
9 H 1.7329 1.4396 1.2484
10 H 1.1713 -2.5524 -0.7397
11 H -0.0899 2.6766 -0.3111
12 H -1.1156 1.5947 -1.2566
13 H -1.3229 1.6768 0.5047
14 H -1.2989 -0.9601 1.5181
15 H -1.3129 -2.4013 0.4975
16 H -2.1691 -0.9283 -0.0121

Here are the natural (NBO) charges for atoms 1 to 2, given in e: number 1, C, carries -0.65; number 2, C, carries -0.66

=====

Most stable of them? model Q.